Molecular formula: C25H31N7O4
Method: DFT, ωB97M-V/def2-TZVPD

The largest force on an atom is 1.0 eV/Å. The value obtained for the energy above the lowest of the compared OMol25 structures with the same formula, charge and spin is 0.203 eV. As for the SMILES: COc1ccc(-c2nnn(CC(=O)N(CCCO)[C@H](C(=O)NC3CCCC3)c3ccncc3)n2)cc1. The value obtained for the HOMO-LUMO gap is 9.119 eV.

Cartesian coordinates (Å):
C -5.79740 -0.81803 5.50237
H -5.97013 -1.37260 6.42324
O -4.39878 -0.75228 5.35517
C -3.88350 -0.10609 4.27890
C -2.48718 -0.07490 4.20156
C -1.85846 0.55351 3.15330
C -2.61299 1.16627 2.15147
C -4.00189 1.13893 2.22781
C -4.63598 0.50905 3.28072
H -5.71384 0.50347 3.31485
H -4.57716 1.61839 1.45100
C -1.96629 1.82685 1.04334
N -0.65477 1.83091 0.80714
N -0.56508 2.54461 -0.29420
N -1.73146 2.96191 -0.72799
N -2.61953 2.52690 0.08764
C 0.67067 2.82772 -0.95408
H 1.34081 3.34147 -0.25719
H 0.45521 3.47802 -1.80412
C 1.40884 1.54826 -1.37862
O 2.48523 1.29492 -0.86072
N 0.85137 0.77635 -2.32595
C -0.47839 0.95254 -2.87744
H -0.81813 1.97880 -2.74035
H -0.43475 0.76378 -3.95477
C -1.50010 -0.00553 -2.25423
C -2.87689 0.20385 -2.88788
H -3.61798 -0.40478 -2.35252
H -3.17235 1.25305 -2.81087
O -2.88282 -0.09628 -4.26168
H -2.67083 -1.03065 -4.37289
H -1.57456 0.15736 -1.17839
H -1.18354 -1.03957 -2.40710
C 1.55392 -0.43949 -2.75172
C 3.00954 -0.17933 -3.06396
C 3.39194 0.99037 -3.71287
C 4.72891 1.17497 -4.02172
N 5.67009 0.28864 -3.74872
C 5.30426 -0.83139 -3.15300
C 3.99658 -1.11850 -2.79218
H 3.75538 -2.05601 -2.31683
H 6.10050 -1.53642 -2.95342
H 5.06430 2.07641 -4.51759
H 2.66434 1.74677 -3.96651
H 1.07384 -0.76761 -3.68218
C 1.32190 -1.58152 -1.73215
O 0.63438 -2.54242 -2.02443
N 1.91192 -1.38653 -0.55371
H 2.43031 -0.52720 -0.40425
C 1.71674 -2.24203 0.59570
H 1.27235 -3.17180 0.23250
C 0.84850 -1.54133 1.64628
C 1.81052 -0.59381 2.37628
H 1.58671 -0.55769 3.44173
C 3.22922 -1.13854 2.11815
H 3.80601 -0.42341 1.53133
H 3.77048 -1.31430 3.04652
C 3.04167 -2.44009 1.33025
H 2.94786 -3.28886 2.00784
H 3.86615 -2.63449 0.64594
H 1.71456 0.41728 1.98168
H 0.01311 -1.01086 1.19128
H 0.44523 -2.28775 2.33056
H -0.78232 0.58418 3.09534
H -1.92260 -0.55323 4.98603
H -6.23902 0.17933 5.59293
H -6.26462 -1.34956 4.66737